# 1
This record from the Open Molecules 2025 dataset describes 13 unconnected molecules or ions with the total composition C13H52N26O13 at a distorted geometry. The level of theory is the ωB97M-V functional and the def2-TZVPD basis.

Relative energy (zero: lowest compared OMol25 entry of this formula, charge and spin)   1.952 eV
Gap between HOMO and LUMO (spin up / spin down)   9.471 / 3.869 eV
Calculated total energy   -79684.304 eV
Charge   +1
2S+1   2
HOMO energy (spin up / spin down)   -11.72 / -11.72 eV

Atoms and positions in Å:
C -0.157 0.186 -5.710
O 0.907 0.520 -6.074
N -1.194 0.102 -6.473
N -0.387 -0.272 -4.487
H -1.955 -0.426 -6.071
H -1.222 0.516 -7.394
H 0.334 -0.184 -3.785
H -1.276 -0.546 -4.095
C 1.369 -3.087 3.667
O 1.798 -3.632 4.663
N 0.487 -2.195 3.682
N 1.588 -3.304 2.418
H 0.317 -1.828 2.757
H 0.179 -1.991 4.622
H 1.154 -2.841 1.633
H 2.379 -3.931 2.375
C -3.811 0.626 3.197
O -4.415 1.403 2.435
N -2.774 0.814 3.932
N -4.331 -0.517 3.519
H -2.362 0.097 4.513
H -2.320 1.711 3.843
H -3.747 -1.259 3.876
H -5.119 -0.812 2.962
C -2.319 -3.112 -2.853
O -3.311 -2.968 -3.514
N -1.163 -3.616 -3.192
N -2.154 -2.565 -1.633
H -1.217 -4.255 -3.971
H -0.408 -3.797 -2.546
H -2.844 -1.888 -1.341
H -1.493 -3.056 -1.049
C 2.359 -1.006 -2.787
O 1.803 0.093 -2.559
N 2.925 -1.421 -3.934
N 2.559 -1.954 -1.927
H 2.894 -0.902 -4.799
H 3.543 -2.217 -3.858
H 2.219 -1.760 -0.996
H 3.106 -2.736 -2.260
C 0.433 -0.236 0.784
O 1.242 -1.081 0.606
N 0.326 0.420 1.877
N -0.518 0.009 -0.136
H -0.247 1.211 2.133
H 1.140 0.155 2.412
H -0.274 -0.410 -1.022
H -1.428 0.429 -0.008
C -0.577 3.899 -0.953
O 0.295 4.198 -0.175
N -0.693 2.828 -1.598
N -1.665 4.607 -1.096
H 0.084 2.221 -1.381
H -1.492 2.753 -2.211
H -1.687 5.594 -0.882
H -2.421 4.261 -1.668
C -5.203 -1.117 -0.351
O -3.983 -0.850 -0.459
N -5.713 -2.103 -1.059
N -6.102 -0.605 0.472
H -5.132 -2.773 -1.541
H -6.716 -2.220 -1.020
H -6.015 0.245 1.010
H -7.022 -1.018 0.540
C 3.973 2.214 -0.926
O 4.869 3.090 -0.728
N 3.284 1.435 -0.050
N 3.588 1.858 -2.126
H 3.215 0.464 -0.320
H 3.474 1.583 0.931
H 2.787 1.259 -2.269
H 3.979 2.301 -2.945
C -3.761 1.283 -3.425
O -4.037 2.185 -4.157
N -3.518 0.083 -3.854
N -3.529 1.371 -2.136
H -3.486 -0.082 -4.850
H -3.248 -0.658 -3.222
H -3.618 0.538 -1.572
H -3.861 2.237 -1.736
C 5.251 -2.075 0.732
O 5.543 -0.965 0.417
N 3.990 -2.390 0.928
N 6.096 -3.019 1.189
H 3.694 -3.152 1.521
H 3.283 -1.831 0.470
H 5.773 -3.798 1.745
H 7.063 -2.728 1.184
C 0.426 0.442 6.089
O -0.653 -0.071 6.410
N 1.564 0.372 6.730
N 0.423 0.878 4.863
H 2.497 0.395 6.344
H 1.415 0.163 7.707
H -0.522 1.070 4.561
H 1.163 1.344 4.359
C 2.684 3.662 2.454
O 2.049 2.713 2.779
N 2.396 4.493 1.448
N 3.922 3.828 2.811
H 2.996 5.161 0.985
H 1.432 4.410 1.160
H 4.432 4.533 2.299
H 4.396 2.998 3.141

---

# 2
This record from the Open Molecules 2025 dataset describes 14 unconnected molecules or ions with the total composition C13H56N12O14 at a distorted geometry. The level of theory is the ωB97M-V functional and the def2-TZVPD basis.

Gap between HOMO and LUMO (spin up / spin down)   8.071 / 2.355 eV
Calculated total energy   -60927.868 eV
Charge   +1
2S+1   2
HOMO energy (spin up / spin down)   -10.96 / -10.96 eV

Atoms and positions in Å:
C -1.861 4.047 -0.587
O -3.023 4.403 -0.666
N -0.773 4.724 -0.681
N -1.659 2.800 -0.144
H -0.998 5.708 -0.726
H 0.167 4.371 -0.577
H -0.675 2.584 -0.214
H -2.341 2.082 -0.344
C 5.279 1.627 0.275
O 4.205 2.148 0.218
N 5.537 0.364 0.019
N 6.255 2.301 0.753
H 4.723 -0.171 -0.247
H 6.436 -0.095 -0.016
H 6.153 3.299 0.873
H 7.155 1.859 0.876
C -1.241 3.691 -4.109
O -1.061 4.847 -4.531
N -0.191 2.905 -3.895
N -2.283 3.021 -3.864
H 0.715 3.347 -3.952
H -0.283 1.926 -3.665
H -2.085 2.070 -3.585
H -3.157 3.274 -4.302
C 1.459 -5.476 -2.442
O 1.351 -5.911 -3.594
N 2.428 -5.691 -1.567
N 0.524 -4.705 -1.877
H 3.308 -6.022 -1.937
H 2.516 -5.057 -0.786
H 0.614 -4.245 -0.982
H -0.333 -4.545 -2.388
C -2.990 -2.874 0.114
O -4.107 -2.976 -0.370
N -2.151 -1.961 -0.223
N -2.548 -3.639 1.032
H -2.316 -1.080 -0.689
H -1.190 -2.011 0.083
H -3.126 -4.390 1.383
H -1.566 -3.620 1.268
C 2.479 -1.783 -1.511
C 1.167 -1.039 -1.601
C 0.850 -0.246 -0.304
O 0.303 -1.253 0.630
C -0.247 -0.717 1.763
N 1.200 -0.220 -2.749
H 3.227 -1.058 -1.190
H 2.897 -2.419 -2.292
H 2.451 -2.469 -0.664
H 0.347 -1.744 -1.741
H 0.258 0.653 -0.475
H 1.776 0.179 0.084
H -1.132 -0.150 1.472
H 0.480 -0.051 2.228
H -0.537 -1.473 2.494
H 1.254 -0.825 -3.556
H 2.131 0.166 -2.685
C -3.653 2.082 1.971
C -4.167 1.563 3.298
C -3.932 2.516 4.448
O -4.492 2.092 5.715
C -3.924 0.976 6.390
N -5.622 1.484 3.158
H -2.948 2.901 2.118
H -4.372 2.449 1.239
H -3.031 1.253 1.632
H -3.725 0.587 3.498
H -4.242 3.526 4.180
H -2.874 2.695 4.641
H -4.044 0.039 5.846
H -4.443 0.775 7.327
H -2.899 1.091 6.744
H -5.972 1.504 4.105
H -5.868 0.597 2.742
O 3.935 2.468 -2.481
H 4.252 3.247 -2.940
H 4.184 2.610 -1.568
O 1.131 -3.628 4.052
H 1.495 -2.750 4.171
H 1.103 -3.997 4.935
O 0.115 -4.253 1.586
H 0.762 -4.958 1.587
H -0.003 -4.034 2.510
O 2.735 -1.509 -5.265
H 2.168 -1.855 -5.953
H 2.614 -0.560 -5.308
O -1.753 0.065 -3.561
H -0.983 0.039 -2.992
H -2.493 0.146 -2.959
O 1.837 -1.031 4.715
H 2.592 -0.473 4.529
H 1.382 -0.590 5.432
O 3.171 1.239 -4.761
H 2.724 2.085 -4.763
H 3.468 1.127 -3.858

---

Question: Number 2 is which compound?
Answer: C13H56N12O14